1.
This record from the Open Molecules 2025 dataset describes C36H47CrN5OP2 as an isolated structure in a non-equilibrium geometry. The level of theory is ωB97M-V/def2-TZVPD.

Calculated values
Charge: +1
Frontier orbital gap (alpha / beta) in Ha: 0.2811 / 0.2799
Multiplicity: 2
Electronic energy in eV: -94587.6775
Expectation value of S²: 0.764

Each line ends with the Mulliken charge.
Cartesian coordinates (Å):
1 Cr -1.1611 0.0484 0.2020  -0.081
2 O -4.7684 -1.6424 0.6422  -0.704
3 C -3.7549 -1.1106 0.2314  -0.073
4 N -2.7830 -0.5319 0.9781  0.316
5 C -3.0367 -0.3774 2.3868  -1.610
6 C -1.7639 -0.0257 3.0839  0.391
7 C -1.7216 0.0531 4.4701  -1.018
8 C -0.5271 0.3256 5.1051  -0.675
9 C 0.6053 0.5022 4.3210  -1.311
10 C 0.4814 0.4227 2.9515  -0.137
11 N -0.6779 0.1793 2.3176  1.288
12 C -3.4470 -0.9641 -1.2267  -0.075
13 C -4.3568 -1.3383 -2.1986  -0.505
14 C -4.0487 -1.1066 -3.5277  -0.853
15 C -2.8386 -0.4939 -3.8237  -0.765
16 C -1.9873 -0.1524 -2.7901  -0.547
17 N -2.2671 -0.3886 -1.5075  1.658
18 H -3.4722 -1.2876 2.8101  0.583
19 H -3.7708 0.4221 2.5469  0.536
20 H -2.6291 -0.1090 5.0367  0.583
21 H -0.4724 0.3916 6.1831  0.437
22 H 1.5709 0.7026 4.7631  0.556
23 H 1.3561 0.5654 2.3379  0.252
24 H -5.2868 -1.7901 -1.8819  0.620
25 H -4.7375 -1.3821 -4.3145  0.457
26 H -2.5542 -0.2820 -4.8449  0.549
27 H -1.0466 0.3428 -2.9802  0.280
28 C 1.4350 2.3294 0.4784  -1.767
29 P 1.0907 0.8205 -0.5078  1.138
30 C 2.2013 -0.4457 0.2683  -0.958
31 N 3.4242 -0.0990 0.5898  0.168
32 C 4.2071 -0.9989 1.2296  0.173
33 C 5.5333 -0.6656 1.5774  -0.564
34 C 6.2994 -1.5727 2.2534  -0.607
35 C 5.7825 -2.8375 2.6121  -0.575
36 C 4.5037 -3.1885 2.2848  -0.539
37 C 3.6898 -2.2742 1.5817  0.285
38 N 2.4166 -2.6037 1.2695  -0.257
39 C 1.6877 -1.7299 0.6169  -0.492
40 P -0.0785 -2.1585 0.3228  2.008
41 C -0.4725 -3.0853 1.8463  -1.842
42 C -0.0616 -3.5181 -0.9752  1.936
43 C 0.8546 -4.6860 -0.6191  -1.837
44 C 0.4107 -2.9006 -2.2902  -1.537
45 C -1.5076 -4.0084 -1.1139  -1.784
46 C 1.9912 1.2748 -2.1206  1.868
47 C 3.2962 2.0279 -1.8542  -1.819
48 C 2.2911 0.0192 -2.9360  -1.565
49 C 1.0289 2.1743 -2.9095  -1.444
50 H 1.2579 3.1957 -0.1571  0.320
51 H 2.4661 2.3270 0.8284  0.432
52 H 0.7365 2.3951 1.3070  0.547
53 H 5.9167 0.3051 1.2915  0.493
54 H 7.3185 -1.3231 2.5179  0.417
55 H 6.4113 -3.5327 3.1523  0.422
56 H 4.0896 -4.1546 2.5415  0.488
57 H 0.1976 -3.9333 1.9520  0.479
58 H -1.5087 -3.4202 1.7952  0.389
59 H -0.3568 -2.4348 2.7126  0.426
60 H 1.8755 -4.3599 -0.4289  0.346
61 H 0.8713 -5.3778 -1.4647  0.509
62 H 0.5006 -5.2402 0.2498  0.359
63 H 1.4707 -2.6519 -2.2297  0.308
64 H -0.1572 -2.0031 -2.5374  -0.038
65 H 0.2820 -3.6153 -3.1061  0.628
66 H -1.8492 -4.5218 -0.2147  0.371
67 H -1.5702 -4.7192 -1.9407  0.550
68 H -2.1943 -3.1874 -1.3296  0.255
69 H 3.9316 1.4933 -1.1536  0.214
70 H 3.1239 3.0358 -1.4798  0.358
71 H 3.8361 2.1196 -2.7997  0.570
72 H 3.0206 -0.6224 -2.4377  0.246
73 H 2.7100 0.3136 -3.9007  0.589
74 H 1.3843 -0.5523 -3.1298  0.184
75 H 0.5519 2.9273 -2.2772  0.116
76 H 0.2440 1.5843 -3.3815  0.397
77 H 1.5724 2.6917 -3.7025  0.539
78 C -3.9268 4.5785 -0.0130  -1.640
79 C -2.4060 4.5016 -0.2146  1.340
80 C -1.7008 5.3714 0.8358  -1.617
81 C -2.0446 4.9923 -1.6235  -1.560
82 C -1.9761 3.1057 -0.0676  0.441
83 C -1.6459 1.9411 0.0489  -0.229
84 H -4.2622 5.6118 -0.1187  0.431
85 H -4.2011 4.2229 0.9806  0.337
86 H -4.4453 3.9651 -0.7505  0.328
87 H -2.0155 6.4111 0.7295  0.441
88 H -0.6173 5.3250 0.7155  0.281
89 H -1.9511 5.0356 1.8427  0.336
90 H -2.3544 6.0317 -1.7452  0.446
91 H -2.5458 4.3889 -2.3813  0.323
92 H -0.9678 4.9319 -1.7916  0.283

2.
This record from the Open Molecules 2025 dataset describes a single C24H18N4O4 molecule in a non-equilibrium geometry. The level of theory is ωB97M-V/def2-TZVPD.

Calculated values
Relative energy (zero: lowest compared OMol25 entry of this formula, charge and spin) in kcal/mol: 24.57
Charge: 0
Frontier orbital gap in Ha: 0.2850
Multiplicity: 1
Electronic energy in eV: -39327.7670
SMILES string: CC(=O)Nc1cccc2c(Oc3cncc(Nc4ccc5c(c4)C(=O)OC5)n3)cccc12

Each line ends with the Mulliken charge.
Cartesian coordinates (Å):
1 C -3.5512 4.6761 -3.8292  -1.086
2 C -2.4245 4.1815 -3.0194  0.633
3 O -2.3641 4.5936 -1.8934  -0.576
4 N -1.8685 3.0430 -3.5682  -0.144
5 C -0.8965 2.2321 -3.1442  0.688
6 C -0.0101 2.7004 -2.2166  -0.296
7 C 0.8453 1.8116 -1.6052  -1.079
8 C 0.7339 0.4626 -1.8560  -0.355
9 C -0.0506 -0.0781 -2.8320  0.190
10 C -0.1591 -1.4672 -3.0131  0.359
11 O 0.3917 -2.3544 -2.1411  -0.451
12 C -0.1257 -2.2727 -0.9184  0.205
13 C -1.4379 -1.7444 -0.5793  -0.131
14 N -1.9444 -1.6401 0.6891  -0.577
15 C -1.1138 -1.9348 1.6723  -0.675
16 C 0.2060 -2.4090 1.4174  0.713
17 N 1.0747 -2.9684 2.1709  -0.187
18 C 1.4856 -2.4250 3.3935  -0.025
19 C 0.7661 -2.6572 4.5481  -0.346
20 C 1.1240 -1.8833 5.6366  -0.631
21 C 2.2109 -1.0117 5.5612  0.534
22 C 2.9329 -0.8263 4.3241  -0.091
23 C 2.5468 -1.5529 3.2185  -0.195
24 C 3.8195 0.3329 4.5979  0.053
25 O 4.6431 0.7103 3.8041  -0.536
26 O 3.7535 0.7929 5.9377  -0.312
27 C 2.6799 0.0806 6.5454  -0.500
28 N 0.6926 -2.6727 0.1416  -0.419
29 C -0.8815 -1.9988 -4.1273  -0.825
30 C -1.5598 -1.1068 -4.9795  -0.745
31 C -1.6407 0.2997 -4.7265  -1.317
32 C -0.8667 0.8613 -3.5694  1.147
33 H -3.9956 3.8184 -4.3506  0.298
34 H -3.3065 5.3952 -4.6168  0.242
35 H -4.2653 5.1165 -3.1530  0.356
36 H -2.3595 2.7488 -4.3584  0.059
37 H 0.0795 3.7655 -2.1084  0.429
38 H 1.5808 2.1642 -0.9719  0.530
39 H 1.4896 -0.0705 -1.2191  0.345
40 H -2.2069 -1.4921 -1.3835  0.358
41 H -1.4360 -1.8357 2.6720  0.528
42 H 1.8319 -3.2169 1.5279  0.369
43 H 0.0419 -3.4467 4.5565  0.588
44 H 0.6286 -2.0533 6.6020  0.360
45 H 2.9467 -1.2361 2.2711  0.500
46 H 3.0794 -0.4229 7.4715  0.257
47 H 1.8603 0.7042 6.9499  0.269
48 H -0.9226 -3.0275 -4.2685  0.552
49 H -2.0415 -1.5644 -5.7969  0.425
50 H -2.0161 0.8784 -5.4633  0.507

3.
This record from the Open Molecules 2025 dataset describes a 9-piece molecular cluster, C6H31NO8S overall in a non-equilibrium geometry. The level of theory is ωB97M-V/def2-TZVPD.

Calculated values
Relative energy (zero: lowest compared OMol25 entry of this formula, charge and spin) in kcal/mol: 0.00
Charge: -1
Frontier orbital gap (alpha / beta) in Ha: 0.0883 / 0.3463
Multiplicity: 2
Electronic energy in eV: -35427.8276
Expectation value of S²: 0.750

Each line ends with the Mulliken charge.
Cartesian coordinates (Å):
1 C 2.5926 -1.9189 -0.8530  -0.683
2 N 1.1709 -1.5307 -1.0395  -0.153
3 C 1.1576 -0.1038 -1.4681  1.466
4 C 1.5461 0.0110 -2.9435  -1.011
5 S 1.3702 1.6914 -3.5893  -0.199
6 C -0.2291 0.4463 -1.0785  -0.789
7 C 2.7064 -2.9529 0.2861  -0.518
8 C 2.1127 -2.4861 1.5772  -1.144
9 H 2.9673 -2.4460 -1.7446  0.225
10 H 3.2436 -1.0358 -0.5882  0.366
11 H 0.5858 -1.6903 -0.1693  0.235
12 H 1.8495 0.5598 -0.8288  0.184
13 H 2.6163 -0.2682 -3.1461  0.333
14 H 1.0177 -0.7401 -3.5311  0.385
15 H 0.1574 1.8328 -3.1556  0.088
16 H -1.1219 -0.2017 -1.3376  0.000
17 H -0.4342 0.9815 -0.1911  -0.115
18 H -0.5635 1.2369 -1.7807  -0.246
19 H 3.7987 -3.2315 0.4251  0.358
20 H 2.2602 -3.8145 -0.1567  0.377
21 H 1.6544 -1.5529 1.7866  0.275
22 H 1.2017 -3.0784 2.0046  0.279
23 H 2.8717 -2.5615 2.3430  0.301
24 H -4.1747 -2.0878 -0.7352  0.323
25 H -3.0518 -2.3378 0.1307  0.231
26 O -3.9425 -1.9714 0.1987  -0.529
27 H 1.5484 0.1918 4.5414  0.402
28 H 2.4899 0.2427 3.2919  0.287
29 O 2.4015 -0.2726 4.1138  -0.732
30 H -0.8053 -4.5393 -2.0017  0.327
31 H -1.1305 -3.1859 -2.3732  0.328
32 O -1.5963 -3.9887 -2.1174  -0.691
33 H 0.4462 2.7355 2.2266  0.255
34 H -0.3017 3.4631 1.2501  0.315
35 O 0.5969 3.1486 1.3726  -0.815
36 H -3.7087 0.9378 1.4724  0.120
37 H -4.7197 1.0683 0.3401  -0.008
38 O -3.7944 1.2917 0.5726  0.442
39 H -1.7113 1.9127 1.2684  -0.248
40 H -2.4791 2.5180 2.4542  0.228
41 O -1.8390 1.8236 2.2198  -0.944
42 H -3.6516 3.2441 0.3796  0.176
43 H -2.6987 2.9508 -0.7055  0.115
44 O -2.7182 3.3149 0.1919  -0.326
45 H 0.0380 0.8287 2.7996  0.312
46 H -0.8370 0.9675 3.9340  0.328
47 O 0.0799 0.7371 3.7780  -0.913

4.
This record from the Open Molecules 2025 dataset describes a 2-piece molecular cluster, C54H66N3O4 overall in a non-equilibrium geometry. The level of theory is ωB97M-V/def2-TZVPD.

Calculated values
Relative energy (zero: lowest compared OMol25 entry of this formula, charge and spin) in kcal/mol: 0.00
Charge: +1
Frontier orbital gap in Ha: 0.1257
Multiplicity: 1
Electronic energy in eV: -69718.3900

Each line ends with the Mulliken charge.
Cartesian coordinates (Å):
1 C -1.0617 -1.5171 -0.5326  -0.865
2 C -2.5326 -1.5164 -0.1094  3.091
3 C -3.3547 -1.6373 -1.4192  -2.457
4 C -2.8466 -2.7608 0.7278  -1.721
5 C -2.8983 -0.2442 0.6986  0.740
6 C -3.8757 0.5595 0.1273  -0.428
7 C -4.4615 1.5962 0.8005  -1.734
8 C -4.0538 1.8714 2.0760  -0.550
9 C -3.0226 1.1793 2.6901  0.516
10 C -2.7069 1.6743 4.1204  2.138
11 C -1.2280 1.5185 4.4645  -1.654
12 C -3.6161 0.9333 5.1248  -1.742
13 C -2.9745 3.1962 4.2696  -2.103
14 C -2.4051 0.0850 2.0022  -1.660
15 N -1.3002 -0.6641 2.6067  1.495
16 C -1.5027 -1.5307 3.7971  -0.958
17 C -0.0940 -1.8127 4.3227  -0.100
18 N 0.8269 -1.4044 3.2288  1.335
19 C 2.2275 -1.8245 3.2982  -2.294
20 C 2.5923 -3.1678 2.9729  0.993
21 C 1.6197 -4.3117 2.6139  2.046
22 C 2.2712 -5.3099 1.6234  -2.005
23 C 0.3607 -3.8192 1.8957  -1.352
24 C 1.2722 -5.0813 3.9061  -1.922
25 C 3.9218 -3.5493 3.0598  -0.412
26 C 4.9114 -2.6761 3.4212  -1.800
27 C 4.5733 -1.3927 3.7554  -0.113
28 C 3.2658 -0.9347 3.7196  0.779
29 C 3.0955 0.4787 4.3182  2.063
30 C 4.2502 1.4185 3.8816  -1.839
31 C 3.0918 0.3417 5.8503  -1.975
32 C 1.8077 1.1615 3.8921  -1.326
33 C 0.0841 -0.6407 2.2729  -0.477
34 C 0.5606 0.1660 1.2633  -0.201
35 C 1.9164 0.2845 0.7732  -0.109
36 C 2.7919 -0.8102 0.6905  -0.301
37 C 4.1247 -0.6290 0.4259  -0.605
38 C 4.6295 0.6448 0.2163  -0.613
39 N 6.0641 0.8592 0.1303  1.077
40 O 6.4819 2.0138 -0.0658  -0.636
41 O 6.8199 -0.1166 0.2726  -0.611
42 C 3.7638 1.7262 0.1881  -0.433
43 C 2.4273 1.5550 0.4446  -0.743
44 H -0.4146 -1.6306 0.3281  -0.613
45 H -0.8529 -2.3448 -1.2100  0.654
46 H -0.8033 -0.5919 -1.0462  0.268
47 H -4.4262 -1.6684 -1.2215  0.467
48 H -3.1436 -0.8096 -2.0957  0.242
49 H -3.0989 -2.5530 -1.9509  0.514
50 H -3.8918 -2.7682 1.0354  0.383
51 H -2.6530 -3.6708 0.1608  0.416
52 H -2.2314 -2.7882 1.6188  0.191
53 H -4.2317 0.3647 -0.8679  0.461
54 H -5.2466 2.1742 0.3402  0.401
55 H -4.5688 2.6553 2.6020  0.244
56 H -0.6231 1.9765 3.6834  0.448
57 H -0.9885 2.0085 5.4081  0.559
58 H -0.9488 0.4808 4.5620  0.040
59 H -4.6326 1.3247 5.0826  0.446
60 H -3.6923 -0.1293 4.9061  0.393
61 H -3.2524 1.0514 6.1450  0.374
62 H -4.0356 3.4393 4.2441  0.512
63 H -2.5960 3.5550 5.2266  0.452
64 H -2.4672 3.7558 3.4840  0.452
65 H -2.1297 -1.0539 4.5464  0.053
66 H -2.0256 -2.4439 3.5080  0.707
67 H 0.1469 -1.2315 5.2165  0.283
68 H 0.0400 -2.8581 4.5888  0.163
69 H 3.0693 -5.8912 2.0819  0.535
70 H 1.5309 -6.0236 1.2630  0.438
71 H 2.6762 -4.7866 0.7578  0.400
72 H -0.2083 -3.1297 2.5016  -0.191
73 H 0.6328 -3.3193 0.9690  0.118
74 H -0.2935 -4.6525 1.6412  0.893
75 H 1.0074 -4.4149 4.7227  0.426
76 H 0.4450 -5.7717 3.7449  0.415
77 H 2.1310 -5.6583 4.2501  0.435
78 H 4.2046 -4.5675 2.8616  0.332
79 H 5.9389 -2.9994 3.4653  0.446
80 H 5.3614 -0.7409 4.0887  0.273
81 H 4.3953 1.3799 2.8023  0.429
82 H 4.0216 2.4510 4.1455  0.351
83 H 5.1959 1.1706 4.3619  0.529
84 H 2.2480 -0.2653 6.1777  0.286
85 H 4.0049 -0.1385 6.2028  0.410
86 H 3.0126 1.3188 6.3263  0.475
87 H 0.9694 0.5181 4.1213  -0.344
88 H 1.6733 2.1073 4.4153  0.897
89 H 1.8160 1.3748 2.8284  0.295
90 H -0.1533 0.8662 0.8625  0.508
91 H 2.4088 -1.7997 0.8685  1.139
92 H 4.8074 -1.4605 0.4353  0.606
93 H 4.1722 2.7084 0.0222  0.457
94 H 1.7671 2.4072 0.4682  0.426
95 C -2.1089 -3.6632 -8.4737  -0.843
96 O -2.6600 -3.2543 -7.2435  -0.419
97 C -2.5055 -1.9029 -6.9595  0.910
98 C -2.8266 -1.4667 -5.6639  -0.540
99 C -2.6381 -0.1676 -5.2869  -0.390
100 C -2.1081 0.7857 -6.1860  0.335
101 C -1.8581 2.1038 -5.7266  -0.528
102 C -1.0641 3.1158 -6.3165  0.879
103 C -1.1440 4.4290 -5.7966  -0.860
104 C -0.4372 5.4427 -6.3822  0.875
105 C 0.3856 5.2095 -7.5065  0.112
106 O 0.9533 6.3767 -8.0006  -0.455
107 C 0.4285 7.4721 -7.2433  -0.389
108 C -0.3503 6.8942 -6.0490  -0.682
109 C 0.5329 3.9022 -7.9792  -1.096
110 C -0.1607 2.8832 -7.3863  -0.945
111 C -1.8786 0.3602 -7.5133  -0.915
112 C -2.0522 -0.9442 -7.8809  -0.600
113 H -2.1891 -4.7489 -8.5502  0.250
114 H -2.6564 -3.2070 -9.2992  0.343
115 H -1.0555 -3.3829 -8.5136  0.383
116 H -3.1966 -2.1943 -4.9652  0.534
117 H -2.8652 0.1386 -4.2812  0.314
118 H -2.3283 2.3658 -4.7934  0.478
119 H -1.7669 4.6271 -4.9443  0.479
120 H 1.2562 8.1295 -6.9474  0.301
121 H -0.2250 8.0366 -7.9190  0.278
122 H -1.3449 7.3406 -5.9265  0.349
123 H 0.2020 7.0290 -5.1113  0.261
124 H 1.1958 3.7203 -8.8051  0.477
125 H 0.0468 1.8746 -7.6898  0.890
126 H -1.6220 1.0878 -8.2620  0.808
127 H -1.8435 -1.2316 -8.8945  0.375